2 unconnected molecules or ions with the total composition C4H12 in a non-equilibrium geometry. Source: the OMol25 dataset; level of theory: wB97M-V/def2-TZVPD.

## Properties
Energy relative to the best compared isomer or geometry (same formula, charge and spin) = 10.46 kcal per mole
Largest force on an atom = 0.047 hartree/bohr
HOMO-LUMO gap = 12.51 eV
Spin multiplicity = 1

Last column: Mulliken charge in e.
CARTESIAN COORDINATES (ANGSTROEM)
C 1.90859 -0.36380 0.03282  -0.698
C 2.64255 -1.62744 -0.36589  -0.900
H 1.38079 -0.58872 0.98416  0.243
H 2.55910 0.44640 0.36315  0.321
H 0.99697 -0.17349 -0.52164  0.177
H 3.10048 -1.62966 -1.34996  0.288
H 1.92545 -2.45188 -0.43722  0.272
H 3.29723 -2.00034 0.42029  0.286
C -2.64910 1.03926 0.80257  -0.857
C -1.88496 0.95839 -0.50736  -0.734
H -3.58358 0.46503 0.80144  0.280
H -2.08113 0.64566 1.64372  0.271
H -3.03536 2.04983 0.96974  0.267
H -2.54762 1.08460 -1.36764  0.323
H -1.45078 -0.03173 -0.67046  0.197
H -1.06635 1.67578 -0.51360  0.262

Forces on atoms 1 to 2 (eV/Å):
C -0.753 -0.877 2.145
C -0.808 -0.963 -0.085

2 unconnected molecules or ions with the total composition C4H12 in a non-equilibrium geometry. Source: the OMol25 dataset; level of theory: wB97M-V/def2-TZVPD.

## Properties
Energy relative to the best compared isomer or geometry (same formula, charge and spin) = 36.28 kcal per mole
Largest force on an atom = 0.118 hartree/bohr
HOMO-LUMO gap = 12.09 eV
Spin multiplicity = 1

Last column: Mulliken charge in e.
CARTESIAN COORDINATES (ANGSTROEM)
C 1.81548 0.25097 1.35514  -0.538
C 1.23455 -1.06309 1.90281  -0.719
H 1.83206 0.98175 2.19108  0.254
H 2.93666 0.25233 1.06195  0.259
H 1.20777 0.64912 0.55410  0.032
H 1.95721 -1.94435 1.77084  0.255
H 0.86780 -0.86283 2.97145  0.237
H 0.43915 -1.47703 1.24654  0.220
C -0.94823 0.57498 -2.09410  -0.647
C -2.17282 0.23937 -1.14495  -0.767
H 0.05991 0.67661 -1.54605  0.141
H -0.79169 -0.04022 -2.90673  0.310
H -1.30773 1.66738 -2.40684  0.190
H -2.30548 -0.96898 -1.20912  0.162
H -1.73684 0.53205 -0.19233  0.210
H -3.08781 0.53191 -1.55379  0.401

Forces on atoms 1 to 2 (eV/Å):
C 1.828 0.543 0.811
C 0.425 -1.262 -0.118

2 unconnected molecules or ions with the total composition C4H12 in a non-equilibrium geometry. Source: the OMol25 dataset; level of theory: wB97M-V/def2-TZVPD.

## Properties
Energy relative to the best compared isomer or geometry (same formula, charge and spin) = 8.42 kcal per mole
Largest force on an atom = 0.035 hartree/bohr
HOMO-LUMO gap = 12.50 eV
Spin multiplicity = 1

Last column: Mulliken charge in e.
CARTESIAN COORDINATES (ANGSTROEM)
C 0.25855 1.23813 -0.71434  -0.748
C -0.09146 2.26248 -1.79509  -0.912
H -0.10535 0.21295 -0.78126  0.197
H 1.33574 1.05266 -0.59508  0.309
H -0.03949 1.61863 0.27513  0.284
H 0.18448 3.24379 -1.40034  0.278
H -1.11316 2.15682 -2.10771  0.304
H 0.48856 1.97354 -2.68102  0.259
C 0.47492 -2.12140 1.01766  -0.875
C -0.74621 -1.35098 1.45840  -0.605
H 0.59575 -3.16212 1.33281  0.334
H 0.54209 -2.16322 -0.07080  0.275
H 1.39073 -1.68133 1.42764  0.261
H -0.50143 -0.30040 1.27463  0.046
H -1.04158 -1.39484 2.50136  0.340
H -1.63215 -1.58471 0.85802  0.253

Forces on atoms 1 to 2 (eV/Å):
C 0.571 -0.085 1.276
C 1.098 -1.409 0.012

2 unconnected molecules or ions with the total composition C4H12 in a non-equilibrium geometry. Source: the OMol25 dataset; level of theory: wB97M-V/def2-TZVPD.

## Properties
Energy relative to the best compared isomer or geometry (same formula, charge and spin) = 53.36 kcal per mole
Largest force on an atom = 0.124 hartree/bohr
HOMO-LUMO gap = 11.27 eV
Spin multiplicity = 1

Last column: Mulliken charge in e.
CARTESIAN COORDINATES (ANGSTROEM)
C -0.06530 -1.68801 0.56313  -0.650
C 0.91616 -2.86446 0.33977  -0.859
H -0.29957 -0.75369 -0.32217  -0.080
H -1.05275 -2.16128 0.46230  0.231
H -0.03706 -1.00175 1.30001  0.482
H 1.93072 -2.78228 0.94435  0.226
H 1.01374 -3.15202 -0.71177  0.298
H 0.44314 -3.77287 0.62109  0.301
C -0.64482 1.56747 -0.38436  -0.660
C -0.17617 2.99161 -0.52718  -0.991
H 0.23150 0.73847 -0.48159  0.228
H -0.86435 1.38073 0.70835  0.249
H -1.63471 1.32583 -0.80582  0.366
H -0.23184 3.40796 -1.56098  0.276
H -0.57462 3.60855 0.28106  0.275
H 0.89660 3.12266 -0.38298  0.308

Forces on atoms 1 to 2 (eV/Å):
C -2.137 -0.090 -5.984
C 1.728 1.139 0.773

2 unconnected molecules or ions with the total composition C4H12 in a non-equilibrium geometry. Source: the OMol25 dataset; level of theory: wB97M-V/def2-TZVPD.

## Properties
Energy relative to the best compared isomer or geometry (same formula, charge and spin) = 39.90 kcal per mole
Largest force on an atom = 0.150 hartree/bohr
HOMO-LUMO gap = 12.09 eV
Spin multiplicity = 1

Last column: Mulliken charge in e.
CARTESIAN COORDINATES (ANGSTROEM)
C -1.98102 0.45177 -2.01305  -0.942
C -0.97941 -0.68185 -1.53642  -0.525
H -2.37795 0.86010 -1.08702  0.287
H -1.66094 1.47274 -2.30208  0.326
H -2.73314 0.02852 -2.66049  0.280
H -1.46975 -1.28142 -0.84554  0.297
H -0.10953 -0.11806 -0.96666  0.014
H -0.51527 -1.13261 -2.44657  0.318
C 2.18764 0.29423 1.51931  -0.886
C 0.73113 -0.22816 1.72738  -0.632
H 2.75082 -0.32090 0.98220  0.360
H 2.27382 1.40694 1.40466  0.281
H 2.50956 0.13743 2.66314  0.234
H 0.27411 0.33693 2.56432  0.273
H 0.93625 -1.26109 2.11667  0.296
H 0.16367 0.03542 0.88014  0.019

Forces on atoms 1 to 2 (eV/Å):
C 0.663 0.236 1.696
C 2.684 4.411 -1.817

2 unconnected molecules or ions with the total composition C4H12. Source: the OMol25 dataset; level of theory: wB97M-V/def2-TZVPD.

## Properties
Energy relative to the best compared isomer or geometry (same formula, charge and spin) = 1.76 kcal per mole
Largest force on an atom = 0.013 hartree/bohr
HOMO-LUMO gap = 12.89 eV
Spin multiplicity = 1

Last column: Mulliken charge in e.
CARTESIAN COORDINATES (ANGSTROEM)
C -2.83582 -0.24310 0.24914  -0.905
C -1.53553 -0.04154 1.00215  -0.611
H -2.67114 -0.14407 -0.82094  0.281
H -3.29875 -1.19902 0.46457  0.287
H -3.57901 0.48334 0.56211  0.279
H -0.73972 -0.71439 0.69440  0.075
H -1.60016 -0.21134 2.07126  0.342
H -1.18237 0.97481 0.85622  0.252
C 2.10987 0.61757 -1.23692  -0.772
C 2.26360 -0.31738 -0.05217  -0.835
H 1.12076 1.05640 -1.20790  0.239
H 2.87664 1.38290 -1.25528  0.274
H 2.14959 0.08259 -2.18098  0.276
H 1.51530 -1.10521 0.00015  0.216
H 3.20566 -0.86747 -0.01617  0.335
H 2.20106 0.24590 0.87037  0.268

Forces on atoms 1 to 2 (eV/Å):
C -0.069 -0.047 0.292
C 0.330 -0.003 0.131

2 unconnected molecules or ions with the total composition C4H12 in a non-equilibrium geometry. Source: the OMol25 dataset; level of theory: wB97M-V/def2-TZVPD.

## Properties
Energy relative to the best compared isomer or geometry (same formula, charge and spin) = 28.38 kcal per mole
Largest force on an atom = 0.082 hartree/bohr
HOMO-LUMO gap = 12.21 eV
Spin multiplicity = 1

Last column: Mulliken charge in e.
CARTESIAN COORDINATES (ANGSTROEM)
C 0.71760 0.76528 -1.92674  -0.698
C -0.66034 1.45904 -2.20433  -0.912
H 0.86747 0.53371 -2.97712  0.276
H 1.59432 1.33636 -1.66379  0.314
H 0.60144 -0.21581 -1.34885  0.119
H -0.82079 2.03268 -1.33292  0.253
H -1.44482 0.67502 -2.20369  0.262
H -0.82038 2.04616 -3.07338  0.371
C -0.17972 -0.87863 1.36984  -0.795
C 0.16215 -1.29049 2.80994  -0.967
H -0.93296 -1.48013 0.97650  0.379
H -0.70144 0.05933 1.40863  0.327
H 0.65798 -1.01199 0.64515  0.202
H -0.64913 -1.02577 3.35159  0.331
H 0.28959 -2.35914 2.66746  0.256
H 1.12052 -0.92159 3.25816  0.283

Forces on atoms 1 to 2 (eV/Å):
C -1.345 -1.461 -2.128
C 0.089 -1.615 2.372